[1]
{"formula": "CH2O", "method": "ωB97M-V/def2-TZVPD", "gap_ev": 9.836, "multiplicity": 1, "mol_weight_g_mol": 30.03, "lumo_energy_ha": 0.018, "symbols": ["C", "O", "H", "H"], "coordinates": [[0.02066, -0.16110, -0.19601], [0.67174, -0.53814, -1.06033], [0.14718, 1.19159, 1.04326], [-0.83959, -0.49236, 0.21307]], "forces_ev_per_angstrom": [[1.34, 3.68, 2.74], [1.34, -0.03, -1.22], [0.41, -2.07, -2.46], [-3.09, -1.58, 0.94]]}

---

[2]
{"formula": "CH3Cl2NOS", "method": "ωB97M-V/def2-TZVPD", "gap_ev": [8.888, 6.775], "multiplicity": 1, "mol_weight_g_mol": 148.01, "lumo_energy_ha": [-0.013, -0.060], "symbols": ["C", "N", "O", "S", "Cl", "Cl", "H", "H", "H"], "coordinates": [[2.37678, -0.85932, 1.56955], [-1.73281, 0.54436, -0.19408], [-0.78252, -1.52848, 1.29249], [-0.92169, -1.03626, -0.07008], [1.07955, -0.38744, 2.45881], [-3.56231, 0.34520, 0.08655], [2.83472, -1.78090, 1.89563], [2.94323, 0.07563, 1.06554], [-1.35563, 0.95097, 0.70917]], "forces_ev_per_angstrom": [[2.16, 2.48, -1.58], [-0.01, -1.25, 1.87], [-1.11, -0.50, 0.67], [-0.49, 0.90, -2.06], [-0.34, 0.79, 1.44], [1.63, 0.23, -0.09], [0.27, 0.08, -0.33], [-1.16, -2.80, 1.09], [-0.96, 0.07, -1.01]]}

---

[3]
{"formula": "C3H2IrO3", "method": "ωB97M-V/def2-TZVPD", "gap_ev": [8.173, 7.371], "multiplicity": 6, "total_charge": 2, "mol_weight_g_mol": 278.26, "lumo_energy_ha": [-0.409, -0.499], "symbols": ["O", "C", "C", "O", "O", "C", "Ir", "H", "H"], "coordinates": [[-0.54582, -1.34359, 0.45681], [0.48070, -1.78874, -0.14129], [-1.09744, -0.04528, 0.24110], [1.51655, -1.35242, -0.59903], [0.86996, 1.30374, 0.23063], [-0.39122, 1.06939, -0.00840], [2.33792, 0.32569, -0.07429], [-2.18154, -0.08392, 0.27296], [-0.98912, 1.91513, -0.37851]], "forces_ev_per_angstrom": [[-0.63, 1.39, -0.35], [0.26, -2.04, 0.43], [-0.44, -2.61, 0.24], [-1.44, -2.05, -0.95], [-5.08, 2.00, 0.07], [0.57, 3.02, 0.04], [6.44, 0.23, 0.12], [0.03, 0.04, -0.03], [0.30, 0.04, 0.42]]}

---

[4]
{"formula": "C4H8O2", "method": "ωB97M-V/def2-TZVPD", "gap_ev": 9.381, "multiplicity": 1, "mol_weight_g_mol": 88.11, "lumo_energy_ha": 0.031, "symbols": ["C", "O", "C", "C", "C", "O", "H", "H", "H", "H", "H", "H", "H", "H"], "coordinates": [[1.52490, -0.45593, -1.09783], [0.70607, 0.35351, -0.25476], [-0.56619, -0.21649, 0.09972], [-0.72607, -0.18478, 1.62243], [-1.74123, 0.65047, -0.42248], [-1.24511, 1.77148, -0.84896], [0.99832, -0.79065, -2.01242], [1.89721, -1.32170, -0.52483], [2.37068, 0.18260, -1.38427], [-0.65405, -1.23787, -0.29819], [-0.36340, 0.79880, 1.94875], [-0.16073, -0.97531, 2.13650], [-1.79060, -0.26854, 1.85599], [-0.24981, 1.69440, -0.81965]], "forces_ev_per_angstrom": [[0.10, 0.16, 0.06], [-0.15, -0.29, -0.13], [-0.17, -0.05, 0.03], [0.10, 0.04, -0.11], [0.51, 0.02, 0.05], [-0.01, -0.33, -0.11], [0.15, 0.12, 0.45], [-0.12, 0.20, -0.31], [-0.19, -0.30, 0.03], [-0.02, 0.25, 0.05], [-0.14, -0.25, 0.13], [-0.14, 0.27, -0.25], [0.17, -0.05, 0.16], [-0.07, 0.21, -0.03]]}

---

[5]
{"formula": "C4H12N2O3", "method": "ωB97M-V/def2-TZVPD", "gap_ev": 10.225, "multiplicity": 1, "smiles": "CO[C@](C)(O)C(N)(N)O", "mol_weight_g_mol": 136.15, "lumo_energy_ha": 0.031, "symbols": ["C", "N", "N", "O", "H", "H", "H", "H", "H", "H", "C", "C", "C", "O", "O", "H", "H", "H", "H", "H", "H"], "coordinates": [[0.66456, 0.40029, -0.61672], [1.52064, 1.50326, -0.20555], [1.45408, -0.75451, -0.96231], [-0.09282, 0.83061, -1.71968], [-0.76778, 1.42716, -1.38298], [-1.20642, 1.45704, 1.57309], [2.30644, 1.12904, 0.31278], [0.89521, -1.59805, -0.88099], [1.88887, 1.94700, -1.03664], [1.76622, -0.66985, -1.92273], [-1.95529, -1.22375, -0.60702], [0.51784, -0.12357, 1.86541], [-0.28184, 0.04462, 0.57907], [-0.93741, -1.18790, 0.37925], [-1.22341, 1.08970, 0.67367], [-2.40107, -2.21257, -0.52064], [-1.54718, -1.08675, -1.61207], [-2.70924, -0.45702, -0.41769], [1.31232, -0.84544, 1.69841], [0.94377, 0.83143, 2.16367], [-0.14749, -0.50073, 2.63969]], "forces_ev_per_angstrom": [[0.17, -0.04, 0.38], [-0.05, 0.15, 0.06], [-0.27, -0.22, 0.00], [0.04, -0.12, -0.31], [-0.13, 0.26, 0.11], [-0.01, -0.21, -0.54], [0.03, 0.03, -0.04], [-0.01, 0.05, -0.09], [-0.01, 0.05, -0.09], [0.07, 0.02, 0.02], [-0.06, -0.06, -0.19], [-0.27, 0.03, -0.24], [0.38, -0.14, 0.16], [0.21, 0.13, 0.15], [-0.05, 0.21, 0.45], [-0.07, 0.04, -0.04], [-0.08, -0.05, 0.07], [0.00, -0.07, -0.02], [0.07, -0.04, 0.07], [0.05, 0.00, 0.04], [-0.02, -0.01, 0.06]]}

---

[6]
{"formula": "C55H72GeNOOsP2", "method": "ωB97M-V/def2-TZVPD", "gap_ev": [6.973, 3.907], "multiplicity": 6, "total_charge": 2, "mol_weight_g_mol": 1087.97, "lumo_energy_ha": [-0.175, -0.288], "symbols": ["Os", "C", "C", "C", "P", "C", "C", "C", "C", "C", "C", "C", "C", "C", "C", "N", "C", "C", "C", "C", "C", "C", "C", "P", "C", "C", "C", "C", "C", "C", "H", "H", "H", "H", "H", "H", "H", "H", "H", "H", "H", "H", "H", "H", "H", "H", "H", "H", "H", "H", "H", "H", "H", "H", "H", "H", "H", "H", "H", "H", "H", "H", "H", "H", "H", "H", "H", "H", "H", "H", "C", "C", "C", "C", "C", "C", "C", "C", "C", "C", "C", "C", "O", "H", "H", "H", "H", "H", "H", "H", "H", "H", "H", "H", "H", "H", "H", "H", "H", "H", "C", "Ge", "C", "C", "C", "C", "C", "C", "C", "C", "C", "C", "C", "C", "C", "C", "C", "C", "H", "H", "H", "H", "H", "H", "H", "H", "H", "H", "H", "H", "H", "H", "H"], "coordinates": [[0.05485, 0.20977, 0.01697], [1.75409, 5.20281, -0.37893], [1.84856, 3.67416, -0.24883], [2.90800, 3.18518, -1.22690], [0.23771, 2.70237, -0.24238], [-0.73045, 3.86274, 0.86576], [-1.61868, 4.86021, 0.12290], [-1.51881, 3.17640, 1.96585], [-0.37651, 2.79706, -1.96960], [-0.26920, 3.94332, -2.74454], [-0.48459, 3.94882, -4.12344], [-0.37862, 5.21758, -4.91606], [-0.77835, 2.73213, -4.74302], [-0.95858, 1.58923, -3.99954], [-0.82813, 1.61042, -2.59605], [-1.08152, 0.49142, -1.82834], [-2.01682, -0.44176, -2.20647], [-3.10194, -0.15206, -3.06446], [-3.99359, -1.13487, -3.42663], [-3.85872, -2.44727, -2.96243], [-4.83236, -3.51589, -3.35898], [-2.81392, -2.71918, -2.07524], [-1.92269, -1.74541, -1.66629], [-0.55013, -2.10020, -0.51653], [-1.26753, -3.17769, 0.84580], [-1.13581, -4.69451, 0.66256], [-2.71858, -2.85123, 1.19419], [0.43425, -3.30036, -1.52827], [1.69334, -3.76670, -0.80147], [0.74530, -2.78057, -2.92883], [2.71469, 5.61188, -0.06100], [0.99439, 5.67124, 0.23946], [1.61565, 5.51556, -1.41252], [2.20171, 3.47334, 0.76466], [2.55042, 3.22091, -2.25856], [3.24689, 2.18055, -1.01229], [3.77773, 3.84256, -1.16112], [0.07640, 4.40401, 1.36389], [-2.38496, 4.35056, -0.46312], [-1.06692, 5.52041, -0.54153], [-2.12665, 5.48988, 0.85643], [-2.43514, 2.73546, 1.58212], [-1.80094, 3.91467, 2.72016], [-0.92825, 2.40808, 2.45253], [0.01202, 4.87416, -2.27908], [0.27104, 5.94314, -4.42876], [-1.36471, 5.67667, -5.02188], [-0.00023, 5.02658, -5.91928], [-0.86287, 2.68651, -5.82206], [-1.16479, 0.64844, -4.49177], [-3.25852, 0.86128, -3.40542], [-4.82353, -0.88310, -4.07590], [-5.23472, -3.33811, -4.35492], [-5.67611, -3.53431, -2.66388], [-4.36986, -4.50177, -3.33826], [-2.70471, -3.73265, -1.70500], [-0.65925, -2.89627, 1.70617], [-1.72528, -5.06362, -0.17777], [-1.53366, -5.17256, 1.56029], [-0.11088, -5.03333, 0.54131], [-3.40592, -3.21799, 0.43253], [-2.88792, -1.78937, 1.31804], [-2.97420, -3.34535, 2.13402], [-0.23815, -4.15355, -1.63118], [2.49265, -3.04101, -0.92289], [2.03458, -4.71438, -1.22406], [1.53874, -3.91753, 0.26525], [1.26092, -1.82338, -2.89462], [-0.15571, -2.67216, -3.53309], [1.40297, -3.48950, -3.43615], [0.24653, 0.70614, 4.21531], [-1.04421, -0.02132, 4.60933], [-0.87383, -1.53819, 4.49058], [-2.28507, 0.44049, 3.87917], [-3.32830, 0.96546, 4.59634], [-4.52872, 1.34098, 3.97879], [-4.71483, 1.15835, 2.60554], [-3.71793, 0.64623, 1.81564], [-3.94473, 0.41267, 0.33815], [-5.22097, -0.40793, 0.09904], [-4.00744, 1.72064, -0.46379], [-2.43709, 0.32521, 2.43170], [-1.44623, -0.00290, 1.71700], [1.07092, 0.33280, 4.82710], [0.16738, 1.78058, 4.38616], [0.49901, 0.52941, 3.16779], [-1.22602, 0.20201, 5.66268], [-0.53109, -1.78893, 3.48998], [-1.80992, -2.06569, 4.68205], [-0.13214, -1.88769, 5.21126], [-3.22727, 1.07916, 5.66879], [-5.33016, 1.75451, 4.57680], [-5.66556, 1.42523, 2.16093], [-3.09492, -0.15986, -0.03222], [-6.11267, 0.20896, 0.22541], [-5.29704, -1.25312, 0.78341], [-5.22494, -0.78978, -0.92385], [-4.65797, 2.45142, 0.02078], [-4.41070, 1.52424, -1.45852], [-3.01828, 2.16623, -0.58649], [3.28114, 1.31370, 1.66397], [2.49398, -0.16456, 0.57888], [3.32370, -0.39868, -1.22653], [4.41412, -1.23754, -1.47152], [4.92088, -1.41429, -2.75369], [4.35327, -0.74764, -3.82879], [3.25857, 0.07662, -3.61447], [2.74652, 0.22739, -2.33318], [3.12241, -1.66467, 1.73191], [2.16631, -2.46678, 2.36171], [2.50730, -3.47975, 3.25071], [3.84259, -3.72286, 3.52545], [4.85204, -2.93416, 2.93457], [6.20801, -3.17244, 3.23074], [7.20420, -2.38080, 2.68649], [6.86282, -1.32719, 1.84154], [5.53492, -1.08013, 1.53068], [4.49552, -1.88116, 2.04959], [3.85410, 0.87290, 2.47978], [2.48073, 1.90302, 2.10712], [3.93981, 1.96987, 1.09566], [4.88526, -1.77913, -0.65857], [5.76820, -2.07066, -2.90800], [4.75789, -0.87527, -4.82434], [2.79410, 0.59632, -4.44403], [1.87927, 0.86269, -2.20172], [1.12199, -2.29126, 2.14484], [1.73600, -4.07477, 3.72328], [4.12678, -4.51546, 4.20774], [6.46038, -3.98621, 3.90038], [8.24290, -2.57501, 2.91678], [7.63942, -0.69805, 1.42807], [5.29156, -0.25120, 0.87853]], "forces_ev_per_angstrom": [[-0.32, 0.08, 0.44], [-0.04, 0.00, 0.00], [0.06, -0.04, 0.01], [-0.02, 0.00, -0.03], [0.39, 0.50, -0.40], [-0.18, -0.12, 0.12], [0.03, -0.02, -0.04], [-0.04, 0.04, 0.04], [0.03, -0.10, 0.00], [0.05, 0.00, 0.06], [-0.01, 0.01, -0.03], [-0.01, -0.03, 0.03], [0.00, 0.01, -0.01], [-0.06, -0.07, 0.06], [-0.02, 0.09, -0.10], [-0.07, -0.09, 0.03], [0.03, 0.01, -0.08], [0.01, 0.04, -0.05], [0.02, 0.05, -0.01], [-0.02, -0.07, -0.03], [0.04, 0.04, 0.02], [0.04, -0.04, 0.06], [0.02, -0.06, 0.03], [0.02, -0.74, -0.46], [0.01, 0.16, 0.24], [0.05, 0.02, -0.07], [-0.08, 0.04, -0.01], [0.22, 0.12, -0.02], [0.04, -0.01, 0.02], [-0.03, 0.02, -0.01], [-0.02, -0.03, 0.00], [-0.01, 0.05, -0.03], [0.03, 0.01, 0.02], [-0.01, -0.05, 0.06], [0.01, 0.00, 0.00], [0.01, -0.04, -0.03], [-0.04, -0.01, 0.01], [0.00, -0.03, -0.05], [0.01, 0.01, 0.00], [0.01, -0.01, -0.02], [0.02, -0.03, 0.01], [-0.03, 0.00, -0.03], [0.00, -0.02, -0.03], [0.06, -0.05, 0.12], [0.01, 0.00, -0.01], [0.00, -0.01, 0.00], [0.00, -0.01, 0.00], [0.01, 0.00, 0.01], [-0.01, 0.00, 0.02], [0.00, 0.01, -0.02], [0.03, -0.01, -0.03], [0.01, -0.01, 0.00], [0.01, 0.01, 0.00], [0.00, 0.01, 0.00], [0.00, 0.01, 0.00], [0.00, 0.03, -0.01], [-0.01, -0.03, 0.02], [-0.01, 0.01, -0.01], [0.01, 0.05, -0.02], [-0.04, -0.02, -0.01], [-0.01, -0.02, 0.02], [-0.05, -0.02, -0.02], [0.03, 0.01, -0.03], [-0.16, 0.02, 0.05], [0.08, 0.09, 0.03], [-0.03, 0.06, -0.04], [0.09, 0.01, -0.02], [0.11, 0.09, 0.00], [-0.02, 0.02, -0.01], [-0.03, 0.02, 0.03], [-0.02, -0.02, 0.01], [0.06, -0.01, -0.02], [-0.07, 0.00, 0.02], [0.05, -0.01, 0.13], [0.02, -0.02, -0.02], [0.01, -0.01, 0.04], [0.03, -0.03, -0.14], [-0.25, -0.01, -0.07], [0.01, -0.01, 0.03], [0.04, 0.02, 0.03], [0.00, -0.02, 0.07], [-0.02, 0.15, 0.12], [0.24, 0.00, -0.08], [-0.04, 0.02, -0.05], [0.00, 0.02, 0.00], [0.04, -0.02, 0.04], [-0.03, 0.02, 0.00], [0.06, -0.08, -0.07], [0.01, 0.01, 0.03], [0.00, 0.01, -0.09], [0.00, 0.02, -0.02], [0.00, 0.00, 0.00], [0.00, 0.00, 0.02], [-0.10, 0.01, 0.09], [0.00, -0.02, 0.01], [0.02, -0.02, -0.01], [-0.02, 0.04, 0.05], [0.00, 0.00, -0.01], [0.00, 0.03, 0.06], [0.01, 0.05, 0.04], [-0.19, 0.07, -0.18], [1.16, -0.27, 0.35], [-0.33, 0.03, 0.04], [0.02, -0.19, 0.14], [-0.01, 0.05, 0.06], [-0.04, 0.02, -0.03], [-0.08, -0.01, -0.02], [0.07, -0.11, -0.09], [-1.41, -0.61, 0.29], [0.68, 1.07, -0.91], [1.02, -0.61, 0.58], [-0.96, 0.02, -0.09], [-0.18, -0.04, 0.06], [0.86, 0.42, -0.25], [-0.48, -0.89, 0.62], [-0.94, 0.54, -0.49], [0.96, 0.05, 0.15], [-0.09, 0.13, -0.07], [-0.06, -0.05, -0.09], [-0.03, 0.11, 0.09], [-0.03, 0.01, 0.01], [-0.10, 0.02, -0.10], [-0.02, 0.02, 0.01], [-0.01, 0.01, 0.00], [0.01, -0.01, -0.01], [-0.10, 0.08, -0.02], [-0.07, 0.07, -0.01], [0.01, -0.03, 0.02], [-0.01, 0.02, -0.02], [0.00, 0.02, -0.02], [-0.01, -0.02, 0.03], [-0.02, 0.04, -0.02], [0.08, -0.01, 0.01]]}